[1]
{"formula": "C6H17N3O4PS", "method": "the ωB97M-V functional and the def2-TZVPD basis", "symbols": ["N", "C", "N", "N", "C", "C", "C", "C", "S", "C", "O", "O", "P", "O", "O", "H", "H", "H", "H", "H", "H", "H", "H", "H", "H", "H", "H", "H", "H", "H", "H", "H"], "positions_angstrom": [[4.793, -2.081, 0.387], [4.509, -0.880, 0.455], [5.123, -0.081, 1.433], [3.570, -0.305, -0.480], [2.285, 0.010, 0.116], [1.549, 1.074, -0.722], [0.117, 0.696, -1.061], [-0.892, 1.240, -0.053], [-2.123, -0.014, 0.419], [-2.918, -0.668, -1.106], [-2.696, -2.026, -1.208], [-3.874, -2.736, -0.909], [-3.626, 1.241, 1.502], [-4.207, 0.273, 2.647], [-4.816, 1.443, 0.430], [4.271, -2.499, -0.375], [4.627, -0.069, 2.312], [5.292, 0.854, 1.089], [3.962, 0.484, -0.979], [2.355, 0.378, 1.138], [1.675, -0.882, 0.085], [2.070, 1.145, -1.664], [1.617, 2.037, -0.240], [-0.118, 1.157, -2.005], [0.035, -0.369, -1.208], [-1.433, 2.065, -0.480], [-0.454, 1.580, 0.871], [-2.528, -0.160, -1.977], [-3.984, -0.498, -1.077], [-4.005, -2.649, 0.047], [-4.814, -0.403, 2.296], [-5.362, 0.643, 0.317]], "forces_ev_per_angstrom": [[0.384, -1.900, 0.122], [-0.196, 0.900, -0.382], [-0.054, 0.585, -0.114], [0.203, 0.236, -0.020], [-0.396, 0.697, -0.506], [0.428, -0.798, 0.031], [0.007, 0.671, 0.115], [-0.491, -0.201, -0.464], [0.058, -1.004, 0.241], [-0.134, -0.085, -0.359], [0.699, -0.146, 0.059], [-0.749, -0.013, -0.127], [0.032, 2.097, 1.009], [-0.107, -0.479, -1.237], [0.280, -1.140, 0.222], [-0.095, -0.169, -0.071], [0.171, -0.022, 0.126], [-0.149, 0.135, 0.290], [0.054, 0.120, 0.174], [0.144, -0.167, 0.367], [-0.071, -0.453, 0.362], [0.229, 0.138, -0.360], [-0.100, 0.430, 0.052], [-0.241, 0.065, -0.496], [0.003, -0.485, 0.045], [-0.258, 0.480, -0.076], [0.139, -0.131, 0.466], [0.402, 0.220, -0.130], [-0.325, 0.324, 0.134], [0.389, -0.272, 0.179], [0.015, -0.076, 0.637], [-0.272, 0.447, -0.290]], "charge": 1, "homo_ev": -11.47, "total_energy_ha": -1443.21472, "e_lumo_ev": -4.08, "orbital_gap_ev": 7.387}

***

[2]
{"formula": "C6H17NO", "method": "the ωB97M-V functional and the def2-TZVPD basis", "symbols": ["C", "C", "C", "N", "C", "C", "C", "H", "H", "H", "H", "H", "H", "H", "H", "H", "H", "H", "H", "H", "H", "H", "O", "H", "H"], "positions_angstrom": [[0.635, -0.867, -2.649], [1.374, -0.574, -1.370], [0.877, 0.701, -0.711], [-0.274, 0.600, 0.208], [0.046, -0.162, 1.432], [-0.909, -1.329, 1.715], [-1.190, -2.236, 0.565], [1.190, -0.789, -3.595], [0.291, -1.894, -2.730], [-0.242, -0.249, -2.865], [1.451, -1.373, -0.637], [2.440, -0.425, -1.592], [0.572, 1.495, -1.403], [1.625, 1.247, -0.149], [-1.167, 0.303, -0.158], [0.110, 0.525, 2.267], [1.058, -0.550, 1.380], [-0.430, -1.882, 2.536], [-1.775, -0.929, 2.258], [-1.909, -3.043, 0.733], [-0.309, -2.758, 0.205], [-1.497, -1.811, -0.398], [-0.325, 3.604, 0.841], [-0.329, 2.812, 0.288], [-0.728, 3.388, 1.681]], "forces_ev_per_angstrom": [[-0.663, -1.008, -1.476], [1.261, 1.083, -0.106], [-1.307, 1.041, 0.426], [0.628, -0.301, 0.841], [-0.157, 0.047, -0.674], [0.378, 0.803, 1.673], [-0.237, -1.097, -1.556], [0.518, 0.342, 0.514], [-0.256, -0.278, 0.344], [-0.028, 0.095, 0.577], [-0.665, -0.276, -0.051], [-0.155, 0.166, -0.184], [0.160, -0.493, -0.685], [0.541, -0.365, 0.370], [0.312, -0.080, -0.535], [-0.380, 0.124, 0.437], [0.264, -0.219, -0.396], [0.021, -0.226, -0.298], [-0.382, -0.092, -0.721], [-0.050, 0.268, 0.463], [0.589, -0.154, 0.444], [-0.363, 0.667, 0.443], [0.288, 0.668, -0.364], [-0.224, -0.358, 0.543], [-0.093, -0.356, -0.027]], "homo_ev": -8.86, "e_above_lowest_ev": 1.005, "total_energy_ha": -368.76393, "e_lumo_ev": 0.97, "orbital_gap_ev": 9.833}